ORCA calculation (ωB97M-V/def2-TZVPD) on a 11-piece molecular cluster, C66H165N11 overall.

Each line ends with the Mulliken charge.
Positions of all 242 atoms, in Å:
H  -3.502  4.784  0.912  -0.13
H  -3.502  -7.771  0.428  0.32
C  -2.855  -4.234  -4.482  -0.78
H  0.809  1.765  -8.816  0.20
H  -1.528  -4.722  2.926  0.13
C  -2.570  1.670  5.907  -0.42
H  6.468  -2.125  0.774  -0.02
C  -7.552  2.972  0.312  -1.24
H  1.645  -4.409  3.972  0.42
H  6.211  -2.860  2.972  -0.02
C  5.725  1.125  6.521  -0.40
N  -5.331  2.840  1.527  0.93
C  4.510  -0.116  -2.118  0.80
H  1.015  2.177  3.832  0.00
H  -0.909  -0.549  -3.107  -0.91
H  -5.264  0.171  -2.369  0.41
H  -3.396  -6.876  4.280  0.21
H  -7.928  2.005  0.662  0.48
C  3.190  0.147  5.188  -0.98
H  -1.457  0.926  -0.915  0.38
H  1.839  -0.636  1.785  0.01
H  -1.695  -8.723  3.929  0.30
H  -3.159  -4.518  -2.311  0.10
H  3.594  -4.286  -3.845  0.23
H  -6.413  1.382  -3.055  0.37
H  5.272  3.607  1.407  0.55
C  -4.442  1.859  -3.327  0.38
H  -5.544  3.912  -1.767  -0.13
C  5.026  -2.160  -0.815  0.36
H  -3.560  3.371  5.151  -0.04
H  -1.113  -9.715  2.640  0.43
H  -1.435  -6.061  -3.788  0.56
H  -5.991  0.022  3.424  0.37
H  -5.778  -6.450  0.263  0.40
H  -4.261  -5.439  0.176  0.23
H  0.321  -2.964  -4.463  0.20
H  4.046  2.348  1.107  -0.12
C  -0.752  -2.974  -4.361  -0.19
H  1.220  -5.276  1.501  -0.03
H  -3.463  1.747  -2.844  -0.39
C  0.489  -1.225  -0.992  -0.65
C  -0.428  4.864  -4.919  -0.59
N  -4.727  3.233  -3.700  0.26
H  -1.323  -5.841  4.335  0.36
H  5.916  0.815  -3.574  0.34
H  4.959  -2.249  4.018  -0.19
H  -6.526  1.736  3.541  0.46
H  -0.289  5.344  1.549  0.58
C  -2.216  -0.187  4.291  -1.24
H  0.414  1.706  5.433  0.72
H  -1.294  1.121  -3.509  0.69
H  -1.845  1.461  6.766  0.29
H  -1.625  -1.528  -1.461  -0.49
C  4.060  1.331  4.738  0.35
C  4.917  0.531  -3.428  -1.21
C  -1.862  -8.972  2.879  -1.20
H  6.744  -0.774  -0.405  0.31
H  4.770  -0.204  -4.216  0.38
C  5.527  1.233  8.000  -1.30
H  0.197  -5.922  -5.594  0.35
C  0.977  2.456  -5.960  1.04
C  6.441  -1.813  -0.246  -1.12
N  3.848  -4.326  2.557  0.57
H  -2.802  -9.518  2.776  0.27
H  -5.257  -5.519  1.581  0.33
H  -2.065  3.839  6.062  0.31
H  3.114  3.752  4.984  0.04
H  -1.174  -2.284  -6.454  0.40
H  -6.455  1.089  1.254  0.62
H  -1.006  4.193  -6.765  0.28
H  0.426  5.273  -4.394  0.43
H  -2.713  -1.554  2.715  0.61
C  2.034  0.272  1.220  0.37
H  0.469  0.582  4.105  -0.22
H  -0.151  3.668  1.025  -0.11
H  5.568  -5.054  3.151  0.51
H  2.712  3.241  -3.407  0.42
N  4.820  -1.568  -2.122  0.39
H  0.764  -1.463  -1.993  0.44
H  0.765  2.688  -4.897  -1.13
H  -2.837  0.170  2.214  -0.29
H  -3.631  3.383  6.827  0.42
H  4.978  0.390  -1.233  0.27
H  5.042  -3.265  -0.884  0.45
C  -1.166  1.962  3.950  -0.69
H  3.447  -0.007  -1.977  -0.75
H  -3.157  -5.264  -4.692  0.51
C  -6.574  3.567  1.334  -0.85
H  4.700  0.913  3.909  -0.02
H  -3.134  -3.463  -5.219  0.34
H  2.599  3.197  -8.087  0.35
H  3.942  5.221  0.192  0.40
C  -0.058  4.660  -6.397  -0.49
H  1.621  4.666  -8.422  0.51
C  2.235  -5.734  1.227  -0.87
H  6.825  1.335  6.318  0.37
H  -1.316  5.496  -4.888  0.54
H  2.310  -3.297  1.606  0.16
H  1.711  5.984  0.094  0.30
H  3.028  -2.671  -2.234  -0.24
H  -0.852  -7.024  2.452  -0.10
H  1.524  2.221  -2.648  -0.94
H  -8.453  3.611  0.234  0.38
H  -3.520  1.114  6.166  0.39
N  2.289  4.013  -0.227  1.79
H  -2.889  3.978  -4.655  -0.20
H  4.486  -4.792  4.514  0.41
C  1.949  4.128  -1.640  -1.56
H  -4.728  0.867  1.234  0.06
H  2.338  -2.950  4.642  0.08
H  -2.572  4.300  -2.565  -0.53
H  2.992  2.248  -1.940  -0.12
H  -0.351  3.194  -8.992  0.23
C  -5.549  1.358  1.784  -0.54
H  -5.549  1.640  -1.482  -0.44
C  -5.520  1.248  -2.476  -0.85
C  -4.732  4.148  -2.517  -0.95
H  -0.952  -2.716  -3.306  0.14
H  2.428  0.983  1.916  -0.42
C  -4.551  4.927  -5.534  -1.79
N  -2.242  1.249  4.545  0.89
H  0.056  1.909  -6.283  0.33
H  7.144  -2.445  -0.748  0.38
H  5.702  3.504  4.538  0.17
H  -6.191  4.460  0.894  0.50
H  4.010  5.251  5.158  0.36
H  2.871  -6.020  3.252  0.34
H  2.567  -0.141  4.353  -0.39
C  -4.860  -6.136  0.782  -1.18
C  2.337  2.903  -2.435  0.72
H  4.095  -6.375  1.993  0.40
C  -0.895  -1.744  -0.675  -0.56
H  4.380  3.832  -0.751  0.43
C  -0.472  0.973  -1.512  -0.16
H  2.579  0.450  6.011  0.43
C  -1.208  -1.880  -5.413  -1.37
C  4.875  -4.427  3.567  -0.73
C  -1.701  -7.629  2.058  -0.21
H  1.963  0.610  -5.569  0.29
H  1.036  -6.619  -4.139  0.40
H  4.236  1.387  -3.626  0.13
N  0.665  0.294  -0.889  1.73
C  -3.972  3.715  -4.894  0.04
H  1.999  -6.773  0.927  0.45
C  -3.399  -3.770  -3.121  -0.43
H  1.001  1.837  0.405  -1.11
H  -5.607  4.719  -5.782  0.43
H  -7.050  3.841  2.289  0.34
H  5.791  3.584  6.367  0.46
C  4.392  -3.575  -3.534  -1.30
H  -2.411  -4.489  4.535  0.44
H  -4.435  5.762  2.117  0.49
H  -4.058  5.051  -6.502  0.44
C  -3.372  4.147  -1.775  0.28
H  -0.554  4.964  -0.202  0.21
H  -0.963  -2.775  -0.488  0.98
H  -1.278  -1.217  0.243  -0.59
H  -7.025  2.809  -0.630  0.14
H  0.350  0.658  -3.454  -0.33
H  -3.000  5.067  2.657  0.35
C  0.044  4.729  0.715  -0.91
C  3.306  -5.622  2.297  -0.57
H  -3.029  -0.610  4.876  0.64
H  -3.554  2.933  2.614  -0.45
H  5.141  -4.156  -2.875  0.25
C  -2.936  3.154  6.017  -0.89
H  3.507  2.057  4.214  -0.52
C  5.126  3.364  5.514  -0.47
C  1.569  3.639  -8.064  -0.76
H  -0.753  3.921  -4.517  -0.43
H  -4.968  5.176  -2.864  0.41
C  3.815  -2.284  -2.875  0.59
C  -0.693  -5.293  -3.857  -0.23
H  -1.274  -0.613  2.335  -0.55
H  -0.251  2.063  -1.550  -0.08
C  0.731  2.855  -9.046  -0.91
H  -4.523  -3.781  -3.202  0.42
C  -0.593  0.508  -2.938  -0.29
H  3.816  -0.647  5.521  0.61
H  -4.055  2.885  -5.612  0.49
H  -3.282  4.918  -1.035  0.60
H  2.813  0.128  0.461  -0.78
H  3.401  -1.662  -3.680  0.08
C  1.872  -3.385  3.725  -0.79
C  -3.875  4.867  1.951  -1.04
H  6.315  -3.219  4.746  0.40
H  3.551  4.446  6.562  0.32
H  1.218  -4.883  -4.615  0.04
H  -1.318  1.905  2.847  -0.22
H  -1.481  -7.957  1.005  0.37
H  1.197  3.001  -10.036  0.41
H  2.455  1.294  -7.061  0.55
C  -4.431  3.549  2.433  0.27
H  -0.434  -1.057  -5.341  0.06
C  3.726  4.158  0.046  -1.17
H  0.125  5.616  -6.885  0.43
C  0.747  0.776  0.430  0.68
H  0.873  4.277  -1.729  0.28
C  3.867  4.232  5.519  -0.88
C  -3.195  -6.176  3.387  -0.41
H  -4.548  -8.088  1.843  0.28
H  -1.381  -0.738  4.821  0.34
H  -4.452  5.816  -4.926  0.36
C  -5.724  1.098  3.262  -1.39
C  1.541  4.963  0.534  -1.07
H  -4.366  1.272  -4.305  0.46
H  2.586  -5.232  0.331  0.20
C  4.206  3.450  1.243  -0.36
H  -4.100  -5.556  3.275  0.26
H  -3.061  -2.784  -2.791  -0.09
H  4.286  -1.776  -0.161  -0.38
C  5.652  -3.109  3.868  -0.43
H  -2.160  -1.512  -5.158  0.37
H  -0.217  0.690  0.875  -0.05
N  -2.908  -6.779  2.090  0.39
H  -1.429  3.046  4.167  0.50
H  5.594  0.133  6.177  0.17
H  0.985  -2.781  3.475  -0.04
H  -4.926  3.674  3.385  0.23
H  4.972  -3.362  -4.454  0.35
C  -2.039  -5.227  3.770  -1.11
C  0.535  -5.720  -4.586  -1.17
N  1.079  3.779  -6.632  0.13
H  4.613  0.786  8.326  0.28
C  2.151  1.521  -6.065  -1.44
H  -0.332  -5.152  -2.866  0.14
C  2.827  -3.288  2.550  -0.71
C  -4.007  -7.316  1.288  -0.47
H  1.225  -1.688  -0.375  0.66
C  -2.258  -0.546  2.806  0.18
H  2.311  5.069  -2.071  0.40
H  5.563  2.270  8.398  0.25
C  0.233  1.613  4.395  -0.89
H  6.256  0.732  8.547  0.51
H  3.582  3.679  2.105  -0.09
N  4.785  1.954  5.790  0.65
H  -3.096  3.186  -1.296  0.10
N  -1.332  -4.245  -4.613  0.21
H  -4.896  1.339  3.911  0.12
H  2.999  1.922  -5.475  0.27
H  3.327  -2.332  2.541  0.47
H  1.978  5.040  1.542  0.56

Output
**Calculated total energy**: -87502.167 eV